Entry 1:
{"formula": "C43H39NO2P", "method": "ωB97M-V/def2-TZVPD", "elements": ["C", "C", "O", "C", "C", "P", "C", "C", "C", "C", "C", "C", "C", "C", "C", "C", "C", "C", "C", "C", "C", "C", "C", "C", "O", "H", "H", "H", "H", "H", "H", "H", "H", "H", "H", "H", "H", "H", "H", "H", "H", "H", "H", "H", "H", "H", "C", "N", "C", "C", "C", "C", "C", "C", "C", "C", "C", "C", "C", "C", "C", "C", "C", "C", "C", "C", "C", "C", "H", "H", "H", "H", "H", "H", "H", "H", "H", "H", "H", "H", "H", "H", "H", "H", "H", "H"], "xyz": [[-3.72, -2.37, -3.60], [-3.58, -1.10, -2.80], [-2.20, -0.98, -2.37], [-2.12, -0.07, -1.37], [-0.85, 0.09, -0.71], [-0.91, 1.15, 0.67], [-1.94, 0.90, 2.15], [-1.49, 1.31, 3.42], [-2.34, 1.26, 4.53], [-3.65, 0.81, 4.39], [-4.10, 0.38, 3.14], [-3.26, 0.42, 2.03], [0.74, 1.13, 1.41], [1.59, 2.24, 1.35], [2.87, 2.15, 1.90], [3.33, 0.96, 2.46], [2.47, -0.13, 2.56], [1.17, -0.04, 2.06], [-1.30, 2.82, 0.08], [-2.19, 3.68, 0.74], [-2.53, 4.91, 0.18], [-1.96, 5.30, -1.04], [-1.08, 4.45, -1.70], [-0.75, 3.21, -1.14], [-3.13, 0.59, -1.03], [-4.62, -2.30, -4.22], [-2.84, -2.57, -4.22], [-3.84, -3.21, -2.91], [-3.87, -0.21, -3.38], [-4.22, -1.18, -1.91], [0.05, -0.40, -1.06], [-0.47, 1.67, 3.54], [-1.97, 1.60, 5.50], [-4.32, 0.79, 5.25], [-5.13, 0.04, 3.01], [-3.62, 0.12, 1.05], [1.24, 3.16, 0.88], [3.52, 3.03, 1.87], [4.36, 0.89, 2.83], [2.80, -1.05, 3.05], [0.47, -0.88, 2.18], [-2.62, 3.38, 1.70], [-3.23, 5.57, 0.69], [-2.20, 6.28, -1.48], [-0.64, 4.74, -2.65], [-0.06, 2.53, -1.66], [1.64, -4.66, -6.70], [2.77, -3.88, -6.24], [3.95, -3.98, -7.08], [2.54, -2.79, -5.38], [2.33, -3.00, -4.00], [2.16, -1.93, -3.15], [2.13, -0.60, -3.64], [2.24, 0.50, -2.71], [1.91, 1.87, -3.06], [2.68, 2.76, -2.24], [2.75, 4.11, -2.52], [2.12, 4.58, -3.68], [1.34, 3.71, -4.48], [1.18, 2.37, -4.14], [3.54, 1.95, -1.40], [3.25, 0.57, -1.67], [4.14, -0.40, -1.19], [5.29, 0.00, -0.52], [5.57, 1.36, -0.29], [4.67, 2.35, -0.71], [2.23, -0.41, -5.04], [2.51, -1.47, -5.88], [0.79, -4.55, -6.02], [1.31, -4.35, -7.71], [1.91, -5.72, -6.76], [4.78, -3.47, -6.58], [4.19, -5.04, -7.22], [3.78, -3.52, -8.07], [2.37, -4.02, -3.62], [2.03, -2.10, -2.08], [3.29, 4.76, -1.83], [2.22, 5.62, -3.96], [0.86, 4.10, -5.38], [0.52, 1.71, -4.69], [3.94, -1.45, -1.38], [6.01, -0.75, -0.17], [6.47, 1.65, 0.25], [4.83, 3.41, -0.50], [2.17, 0.59, -5.46], [2.70, -1.30, -6.94]], "e_above_lowest_kcal_mol": 61.5, "e_lumo_ha": -0.2061, "homo_energy_ha": -0.35759, "gap_ev": 4.122, "total_charge": 1, "max_force_ev_per_a": 1.71}

Entry 2:
{"formula": "C46H50As2IrN7O3", "method": "ωB97M-V/def2-TZVPD", "elements": ["Ir", "C", "C", "N", "N", "C", "O", "C", "C", "C", "C", "C", "C", "C", "C", "C", "C", "C", "N", "H", "H", "H", "H", "H", "H", "H", "H", "H", "H", "H", "H", "C", "C", "As", "C", "C", "C", "C", "C", "C", "C", "C", "C", "C", "C", "C", "As", "C", "C", "C", "C", "C", "C", "C", "C", "C", "C", "C", "C", "H", "H", "H", "H", "H", "H", "H", "H", "H", "H", "H", "H", "H", "H", "H", "H", "H", "H", "H", "H", "H", "H", "H", "H", "N", "C", "C", "C", "C", "N", "C", "N", "N", "C", "O", "O", "H", "H", "H", "H", "H", "H", "H", "H", "H", "H", "H", "H", "H", "H"], "xyz": [[-0.37, -0.24, -0.67], [-3.50, -2.04, 1.59], [-2.60, -1.47, 0.55], [-1.48, -0.87, 0.81], [-0.93, -0.76, 2.06], [0.30, -0.28, 2.00], [0.91, 0.10, 0.91], [1.06, -0.18, 3.27], [2.40, 0.20, 3.23], [3.12, 0.28, 4.41], [2.52, -0.03, 5.62], [1.18, -0.42, 5.66], [0.46, -0.51, 4.49], [-2.88, -1.56, -0.90], [-4.02, -2.16, -1.41], [-4.17, -2.28, -2.79], [-3.18, -1.80, -3.62], [-2.07, -1.18, -3.06], [-1.93, -1.06, -1.74], [-3.03, -1.97, 2.57], [-4.44, -1.48, 1.61], [-3.73, -3.08, 1.37], [2.86, 0.44, 2.29], [4.16, 0.58, 4.39], [3.09, 0.03, 6.54], [0.72, -0.67, 6.60], [-0.57, -0.84, 4.50], [-4.78, -2.54, -0.73], [-5.06, -2.75, -3.19], [-3.26, -1.87, -4.69], [-1.28, -0.76, -3.66], [-0.45, 3.58, -0.94], [-0.29, 4.17, 0.45], [0.70, 3.13, 1.77], [2.53, 3.17, 1.29], [3.48, 3.71, 2.17], [4.79, 3.84, 1.75], [5.15, 3.42, 0.47], [4.22, 2.85, -0.38], [2.90, 2.71, 0.02], [0.37, 3.92, 3.48], [-0.18, 3.15, 4.49], [-0.46, 3.74, 5.71], [-0.18, 5.09, 5.91], [0.37, 5.86, 4.89], [0.65, 5.28, 3.66], [-1.47, 1.91, -1.05], [-1.98, 1.94, -2.90], [-3.31, 1.74, -3.27], [-3.65, 1.74, -4.62], [-2.66, 1.93, -5.58], [-1.34, 2.12, -5.20], [-0.99, 2.12, -3.86], [-3.01, 2.37, 0.00], [-3.93, 3.31, -0.47], [-4.96, 3.74, 0.36], [-5.06, 3.25, 1.66], [-4.13, 2.34, 2.14], [-3.10, 1.90, 1.31], [0.50, 3.46, -1.46], [-1.06, 4.27, -1.53], [-1.24, 4.41, 0.92], [0.31, 5.09, 0.39], [3.19, 4.03, 3.16], [5.53, 4.28, 2.41], [6.18, 3.55, 0.14], [4.50, 2.52, -1.38], [2.18, 2.24, -0.63], [-0.40, 2.10, 4.33], [-0.89, 3.15, 6.51], [-0.40, 5.55, 6.87], [0.58, 6.90, 5.05], [1.08, 5.88, 2.87], [-4.08, 1.58, -2.53], [-4.68, 1.59, -4.92], [-2.93, 1.94, -6.63], [-0.58, 2.27, -5.96], [0.04, 2.24, -3.58], [-3.86, 3.70, -1.47], [-5.68, 4.45, -0.01], [-5.87, 3.59, 2.30], [-4.20, 1.98, 3.15], [-2.37, 1.21, 1.71], [0.68, -2.08, -0.86], [2.07, -1.79, -1.34], [2.44, -2.84, -2.41], [3.76, -2.71, -3.18], [5.04, -2.88, -2.38], [5.30, -1.69, -1.57], [6.28, -1.58, -0.69], [7.15, -2.57, -0.52], [6.37, -0.48, 0.06], [2.18, -0.35, -1.87], [3.29, 0.11, -2.08], [1.08, 0.30, -2.06], [0.70, -2.66, -0.02], [0.20, -2.63, -1.57], [2.73, -1.86, -0.48], [1.64, -2.82, -3.16], [2.39, -3.82, -1.94], [3.80, -1.77, -3.72], [3.75, -3.49, -3.94], [5.87, -3.03, -3.08], [4.98, -3.76, -1.73], [4.66, -0.90, -1.73], [7.19, -3.35, -1.15], [7.90, -2.49, 0.15], [5.75, 0.30, -0.12], [7.21, -0.27, 0.56]], "e_above_lowest_kcal_mol": 0.0, "e_lumo_ha": [-0.2818, -0.3508], "homo_energy_ha": [-0.56448, -0.56497], "gap_ev": [7.693, 5.827], "total_charge": 3, "multiplicity": 2, "max_force_ev_per_a": 0.49, "s2": 0.76}

Entry 3:
{"formula": "C6H6LiO2Yb", "method": "ωB97M-V/def2-TZVPD", "elements": ["C", "C", "C", "H", "H", "H", "H", "C", "O", "O", "C", "C", "Li", "Yb", "H", "H"], "xyz": [[1.90, 0.35, -1.44], [0.99, 0.83, -0.59], [0.71, 0.37, 0.82], [2.04, 0.83, -2.41], [2.54, -0.50, -1.21], [0.39, 1.71, -0.85], [1.23, 1.05, 1.52], [1.22, -0.93, 1.16], [1.66, -1.91, 1.49], [-1.86, -0.78, -0.52], [-1.83, -0.23, 0.66], [-0.83, 0.36, 1.34], [-0.46, -1.57, -1.51], [-4.07, -0.70, -1.85], [-2.65, 0.50, 1.01], [-0.99, 0.63, 2.38]], "e_above_lowest_kcal_mol": 11.5, "e_lumo_ha": [-0.2887, -0.2898], "homo_energy_ha": [-0.46819, -0.59357], "gap_ev": [4.885, 8.266], "total_charge": 2, "multiplicity": 2, "max_force_ev_per_a": 4.01, "s2": 0.75}

Entry 4:
{"formula": "C4H12N2O", "method": "ωB97M-V/def2-TZVPD", "elements": ["N", "C", "C", "C", "O", "C", "N", "H", "H", "H", "H", "H", "H", "H", "H", "H", "H", "H", "H"], "xyz": [[0.04, -1.45, -1.23], [-0.11, -0.59, -0.07], [1.26, -0.16, 0.44], [1.25, 0.59, 1.78], [1.92, 0.68, -0.52], [-1.10, 0.57, -0.34], [-2.34, 0.02, -0.93], [-0.83, -1.94, -1.35], [0.19, -0.92, -2.08], [-0.55, -1.22, 0.74], [1.82, -1.08, 0.64], [0.96, 1.61, 1.56], [2.26, 0.60, 2.19], [0.57, 0.11, 2.48], [1.98, 0.10, -1.27], [-1.30, 1.21, 0.54], [-0.38, 1.23, -0.86], [-2.95, -0.06, -0.13], [-2.70, 0.70, -1.59]], "e_above_lowest_kcal_mol": 32.4, "e_lumo_ha": 0.0341, "homo_energy_ha": -0.34186, "gap_ev": 10.230, "total_charge": 0, "max_force_ev_per_a": 1.84, "smiles": "C[C@H](O)[C@H](N)CN"}